<P>
2 unconnected molecules or ions with the total composition C5H9F2N, computed with the ωB97M-V functional and the def2-TZVPD basis.

Positions of all 17 atoms, in Å:
F -2.08381 -1.19928 0.63112
F -2.13550 0.40444 -0.90535
N -0.44180 2.03153 0.73341
C 0.54709 0.06454 -1.52226
C -0.37046 0.66558 0.80478
C 0.05553 -0.38643 -0.13787
C -1.42466 -0.17194 0.10971
C 0.90995 -1.58863 0.20820
H 0.67037 -2.52202 -0.35401
H 0.06935 0.94579 -2.01174
H -1.20437 2.65045 0.59060
H 1.47058 0.46689 -1.29112
H 0.36121 0.33313 3.25344
H 0.46677 -0.71581 -2.14109
H 0.74550 -2.04167 1.26240
H 1.91380 -1.37995 0.15009
H 0.45044 2.44338 0.61969

Values from the calculation:
HOMO energy (alpha / beta) ... -9.835 / -7.589 eV
LUMO energy (alpha / beta) ... 0.008 / -0.006 Eh
Kohn-Sham gap (alpha / beta) ... 10.0 / 7.4 eV

Here are the Mulliken charges for atoms 1 to 2, given in e: atom 1 (F): -0.30, atom 2 (F): -0.30

---

<Q>
2 unconnected molecules or ions with the total composition C5H9F2N, computed with the ωB97M-V functional and the def2-TZVPD basis.

Positions of all 17 atoms, in Å:
F 2.14677 1.13666 0.42106
F 1.99001 -0.53222 -0.94410
N 0.15280 -1.89971 0.63092
C -0.09370 0.42658 -0.26114
C 0.35211 -0.54701 0.80779
C 1.31820 0.21809 -0.03133
C -0.67427 1.66492 0.31954
C -0.67715 -0.29312 -1.42387
H 0.19701 0.08158 2.13748
H 0.06612 2.01063 0.91700
H -0.22592 -1.26300 -1.59883
H -0.72210 -2.19758 0.94964
H -1.49625 1.34510 1.00564
H -0.73290 0.36799 -2.32264
H -1.59850 -0.47937 -1.09091
H -0.84342 2.44132 -0.45719
H 0.84119 -2.48088 0.94094

Values from the calculation:
HOMO energy ... -9.308 eV
LUMO energy ... 0.034 Eh
Kohn-Sham gap ... 10.2 eV

Here are the Mulliken charges for atoms 1 to 2, given in e: atom 1 (F): -0.32, atom 2 (F): -0.32

---

Which structure loses on stability? <P> does.

---

<P>
2 unconnected molecules or ions with the total composition C3H7NO, computed with the ωB97M-V functional and the def2-TZVPD basis.

Positions of all 12 atoms, in Å:
O 0.36196 -2.80185 -1.60140
N 0.96532 2.08486 0.21253
C -1.18127 1.10720 0.67023
C 0.35262 -3.27696 -0.53944
C -0.37955 1.75774 -0.17561
H 1.34295 1.95212 1.14635
H -0.44688 -3.99416 -0.16160
H -2.19770 0.87939 0.36426
H -0.75022 0.85498 1.70260
H -0.65034 2.10548 -1.18923
H 1.45485 2.29606 -0.64810
H 1.12825 -2.96485 0.21939

Values from the calculation:
Charge ... +1
HOMO energy (alpha / beta) ... -12.849 / -12.849 eV
Spin multiplicity ... 2
LUMO energy (alpha / beta) ... -0.152 / -0.305 Eh
Kohn-Sham gap (alpha / beta) ... 8.7 / 4.6 eV

Here are the Mulliken charges for atoms 1 to 2, given in e: atom 1 (O): -0.34, atom 2 (N): -0.26

---

<Q>
2 unconnected molecules or ions with the total composition C3H7NO, computed with the ωB97M-V functional and the def2-TZVPD basis.

Positions of all 12 atoms, in Å:
O -1.31980 -0.51609 1.53018
N 0.61165 -1.62877 -0.99414
C -1.59732 0.63079 1.21105
C 1.84149 -1.41635 -0.86940
C -0.74870 1.29130 0.12305
H -2.40595 1.06177 1.57944
H 2.52351 -1.11512 0.04533
H 0.17891 0.77227 -0.32117
H -1.27203 1.52309 -0.81609
H 0.11067 -1.29588 -0.26089
H -0.40782 2.30122 0.48429
H 2.48539 -1.60822 -1.71166

Values from the calculation:
Charge ... +1
HOMO energy (alpha / beta) ... -16.719 / -14.266 eV
Spin multiplicity ... 2
LUMO energy (alpha / beta) ... -0.162 / -0.371 Eh
Kohn-Sham gap (alpha / beta) ... 12.3 / 4.2 eV

Here are the Mulliken charges for atoms 1 to 2, given in e: atom 1 (O): -0.30, atom 2 (N): -0.19

---

Which structure loses on stability? <Q> does.

---

<P>
A molecular structure, C3H6N2O2S, computed with the ωB97M-V functional and the def2-TZVPD basis.

Positions of all 14 atoms, in Å:
S -0.09122 1.65561 0.46598
O 1.43489 0.41138 1.46748
O -1.05118 2.46462 1.09016
N 0.99133 -0.70439 1.07150
N -0.84707 0.12546 0.02857
C 0.39370 2.13124 -1.03389
C -0.21755 -2.18778 -0.27227
C -0.02422 -0.88148 0.35458
H -1.80258 0.15978 0.33761
H -0.97020 -2.20339 -1.05007
H 1.12836 1.38403 -1.14379
H -0.32554 -2.98241 0.45217
H 0.60760 -2.46205 -0.81819
H 0.77368 3.08937 -0.94985

Values from the calculation:
HOMO energy (alpha / beta) ... -8.674 / -8.764 eV
LUMO energy (alpha / beta) ... -0.034 / -0.047 Eh
Kohn-Sham gap (alpha / beta) ... 7.8 / 7.5 eV

Here are the Mulliken charges for atoms 1 to 2, given in e: atom 1 (S): 0.69, atom 2 (O): -0.39

---

<Q>
A single C3H6N2O2S molecule, computed with the ωB97M-V functional and the def2-TZVPD basis.

Positions of all 14 atoms, in Å:
S -2.75226 0.27161 0.13091
O -2.31378 0.80024 -1.16499
O -3.01566 -1.15730 0.12464
N -0.16273 -1.02241 0.23073
N 0.17987 1.11869 0.61761
C 1.47531 0.63499 0.14581
C -0.75506 0.20133 0.66709
C 1.12595 -0.76465 -0.38374
H 0.04699 2.07745 0.88892
H 1.85374 -1.51554 -0.07167
H 2.16428 0.58104 0.99591
H 1.89417 1.29516 -0.61416
H -0.78257 -1.74758 -0.08871
H 1.04176 -0.77304 -1.47835

Values from the calculation:
HOMO energy ... -8.833 eV
LUMO energy ... 0.020 Eh
SMILES ... O=S(=O)=C1NCCN1
Kohn-Sham gap ... 9.4 eV

Here are the Mulliken charges for atoms 1 to 2, given in e: atom 1 (S): 0.58, atom 2 (O): -0.53

---

<R>
A single C3H6N2O2S molecule, computed with the ωB97M-V functional and the def2-TZVPD basis.

Positions of all 14 atoms, in Å:
S -1.25595 2.82452 -0.34470
O -0.44920 0.30920 -0.79408
O -0.32117 -2.24889 0.23299
N 1.01807 -1.82191 0.32361
N 0.62163 0.58106 0.10274
C 1.21768 -0.45543 0.56605
C -1.22654 1.37930 -1.08332
C 1.64132 -2.75120 1.20857
H -0.62108 -1.78312 -0.59040
H -1.86771 1.05211 -1.92020
H 1.48015 -3.74664 0.83701
H 1.16534 -2.75451 2.16469
H 2.11763 -0.21631 1.13785
H 2.71118 -2.57645 1.24253

Values from the calculation:
HOMO energy ... -8.834 eV
LUMO energy ... 0.010 Eh
SMILES ... CN(O)/C=N\OC=S
Kohn-Sham gap ... 9.1 eV

Here are the Mulliken charges for atoms 1 to 2, given in e: atom 1 (S): -0.24, atom 2 (O): -0.09

---

<S>
A single C3H6N2O2S molecule, computed with the ωB97M-V functional and the def2-TZVPD basis.

Positions of all 14 atoms, in Å:
S -0.78053 -3.98615 -0.08817
O 0.47428 1.40317 -0.19583
O 0.19035 -0.63739 1.66026
N -0.08127 0.33267 -1.04276
N -0.25067 -1.36529 0.72164
C -0.35723 -2.70447 0.96005
C -0.52394 -0.79678 -0.48211
C 0.49989 2.65725 -0.79306
H 0.06348 0.34951 1.27795
H 0.98222 2.69248 -1.84533
H -0.80550 -1.52132 -1.26348
H -0.50969 3.10641 -0.80558
H 0.02154 -2.91173 2.02863
H 1.07706 3.38164 -0.13223

Values from the calculation:
HOMO energy ... -8.573 eV
LUMO energy ... -0.019 Eh
SMILES ... CO/N=C\N(O)C=S
Kohn-Sham gap ... 8.1 eV

Here are the Mulliken charges for atoms 1 to 2, given in e: atom 1 (S): -0.31, atom 2 (O): -0.27

---

Which structure loses on stability? <P> does.